(one)
# C8H13N4

2 unconnected molecules or ions with the total composition C8H13N4 (the ωB97M-V functional and the def2-TZVPD basis, the Open Molecules 2025 dataset).

```
25
Properties=species:S:1:pos:R:3:mulliken_charge:R:1
N -1.33 -0.09 -0.67 0.032
N 2.84 -1.15 0.56 -0.051
N 3.00 0.72 -0.41 0.057
N -3.54 0.10 1.48 -0.320
C -0.77 2.13 0.43 -0.943
C -3.33 -0.82 0.53 -0.092
C 2.08 -0.25 -0.16 -0.627
C 4.10 -0.67 0.83 -0.422
C -2.34 -0.97 -0.37 -0.451
C -1.18 1.05 -0.12 0.735
C 4.22 0.48 0.15 -0.350
C -0.49 -0.58 -1.81 -0.544
H -4.00 -1.56 0.63 0.451
H 5.14 1.03 0.19 0.390
H -1.33 3.04 0.30 0.339
H -4.17 -0.03 2.21 0.212
H -2.19 -1.76 -1.03 0.382
H -0.70 -1.61 -1.93 0.277
H 2.52 -2.08 0.68 0.190
H 4.75 -1.19 1.38 0.508
H -3.11 0.97 1.60 0.104
H -0.76 -0.26 -2.73 0.445
H 0.55 -0.19 -1.59 0.124
H 0.06 2.15 1.16 0.303
H 2.80 1.65 -0.77 0.253
```

Values from the calculation:
Frontier orbital gap in eV: 8.0
Charge: +1
M in g mol⁻¹: 165.2

(two)
# C8H13N4

A gas-phase ion, C8H13N4 (charge +1) (the ωB97M-V functional and the def2-TZVPD basis, the Open Molecules 2025 dataset).

```
25
Properties=species:S:1:pos:R:3:mulliken_charge:R:1
N 0.90 -1.04 0.02 0.283
N -1.76 -1.17 0.08 -0.500
N -1.91 1.07 -0.01 -0.565
N -0.46 -0.69 0.01 0.450
C 1.25 -2.39 0.00 -0.740
C 3.05 0.24 -0.12 -1.596
C -4.08 -0.09 0.20 -0.921
C -0.53 0.70 -0.07 -0.281
C 0.77 1.27 -0.04 0.415
C -2.59 -0.02 0.06 0.605
C 1.55 0.13 -0.05 0.784
C 1.17 2.76 0.01 -1.404
H 1.58 -2.58 -1.08 0.320
H 3.40 1.26 -0.19 0.385
H 3.35 -0.38 -0.92 0.415
H 1.46 2.98 1.02 0.314
H 0.22 3.31 -0.29 0.352
H 3.47 -0.22 0.73 0.396
H -4.29 0.19 1.16 0.287
H 1.98 -2.47 0.76 0.352
H -2.00 -2.07 -0.30 0.283
H 0.34 -3.09 0.26 0.300
H -4.43 0.60 -0.53 0.331
H -4.37 -1.17 -0.02 0.286
H 1.96 2.89 -0.67 0.448
```

Values from the calculation:
Frontier orbital gap in eV: 10.1
SMILES: Cc1nc2c(C)c(C)n(C)[n+]2[nH]1
Charge: +1
M in g mol⁻¹: 165.2

(three)
# C8H13N4

A gas-phase ion, C8H13N4 (charge +1) (the ωB97M-V functional and the def2-TZVPD basis, the Open Molecules 2025 dataset).

```
25
Properties=species:S:1:pos:R:3:mulliken_charge:R:1
N 3.21 1.27 -0.77 -0.477
N 0.80 -1.82 -0.24 -0.480
N 3.09 -1.85 0.27 -0.450
N 0.74 2.79 -0.06 -0.209
C 2.50 0.58 -0.09 0.370
C -2.03 -1.06 0.18 -0.339
C -3.44 -0.62 -0.20 -1.296
C 0.63 1.80 0.80 -0.512
C 2.00 -2.42 0.17 0.005
C -0.96 -0.26 -0.58 -0.568
C 1.27 0.50 0.64 0.224
C 0.39 -0.66 -0.13 0.305
H -1.06 -0.48 -1.65 0.407
H 1.86 -3.48 0.35 0.415
H 4.10 1.04 -1.19 0.324
H -1.89 -0.92 1.26 0.346
H 0.11 2.00 1.73 0.423
H -3.60 -0.73 -1.27 0.341
H -4.16 -1.23 0.32 0.373
H -1.90 -2.12 -0.04 0.313
H -1.13 0.81 -0.43 0.264
H 0.37 3.71 0.15 0.278
H -3.61 0.42 0.07 0.337
H 1.29 2.68 -0.90 0.224
H 1.45 0.03 1.61 0.383
```

Values from the calculation:
Frontier orbital gap (alpha / beta) in eV: 7.9 / 6.1
Charge: +1
M in g mol⁻¹: 165.2

The most stable arrangement is (two), and the next structure is 0.0830 hartree less stable.

(one)
# C8H19NO

2 unconnected molecules or ions with the total composition C8H19NO (the ωB97M-V functional and the def2-TZVPD basis, the Open Molecules 2025 dataset).

```
29
Properties=species:S:1:pos:R:3:mulliken_charge:R:1
O -0.08 0.63 1.07 -0.612
N -0.08 1.65 -0.91 0.142
C 0.15 2.44 -3.26 -1.393
C -0.39 -3.84 1.67 -0.199
C 1.31 2.55 0.90 -1.491
C 0.86 -2.99 1.43 -0.875
C 0.39 2.77 -1.79 -0.371
C -1.40 -2.99 2.46 -1.087
C 0.21 1.65 0.45 0.775
C -1.04 0.64 -1.34 -1.027
H -0.62 -0.36 -1.44 0.238
H -0.34 3.52 -1.48 0.324
H -0.82 2.52 -3.73 0.369
H 1.40 3.00 -1.49 0.414
H 2.21 2.32 0.31 0.403
H -1.02 -2.51 3.36 0.341
H -1.56 0.83 -2.28 0.381
H 0.76 -2.60 0.41 0.167
H 1.50 2.26 1.92 0.321
H -2.22 -3.59 2.85 0.354
H -0.81 -3.98 0.69 0.216
H -1.88 -2.30 1.76 0.211
H -0.14 -4.76 2.21 0.323
H 1.82 -3.51 1.42 0.303
H 0.80 3.17 -3.73 0.353
H 0.95 -2.06 1.97 0.255
H 0.37 1.39 -3.48 0.375
H -1.68 0.58 -0.46 0.370
H 1.34 3.58 0.54 0.421
```

Values from the calculation:
Frontier orbital gap in eV: 9.5
SMILES: CCN(C)C(C)=O.CCC
Charge: 0
M in g mol⁻¹: 145.2

(two)
# C8H19NO

2 unconnected molecules or ions with the total composition C8H19NO (the ωB97M-V functional and the def2-TZVPD basis, the Open Molecules 2025 dataset).

```
29
Properties=species:S:1:pos:R:3:mulliken_charge:R:1
O -1.29 -1.41 1.02 -0.544
N 0.98 -1.23 1.08 0.104
C 1.17 0.25 1.29 -0.980
C -0.25 -2.38 2.94 -1.094
C -2.00 1.67 -1.19 0.075
C 2.59 -1.29 -0.83 -1.203
C -1.69 3.17 -0.81 -1.300
C -0.28 -1.57 1.67 0.446
C 1.35 -1.92 -0.13 -0.260
C -1.34 1.50 -2.58 -1.126
H 0.34 0.58 1.95 0.448
H -1.51 1.20 -0.33 -0.024
H 2.28 -0.58 -1.58 0.318
H 0.97 0.80 0.35 0.215
H 1.47 -2.99 0.18 0.298
H 0.61 -2.01 -0.96 0.273
H -2.11 3.41 0.17 0.334
H -0.60 3.24 -0.63 0.323
H -1.53 0.46 -2.81 0.302
H -0.34 1.95 -2.66 0.340
H -1.21 -2.73 3.31 0.359
H 3.43 -1.13 -0.12 0.332
H 2.18 0.33 1.69 0.297
H -3.08 1.64 -1.31 0.333
H 3.08 -2.13 -1.40 0.382
H 0.55 -3.11 2.79 0.321
H -1.86 2.14 -3.34 0.364
H 0.15 -1.72 3.76 0.281
H -2.07 3.85 -1.55 0.386
```

Values from the calculation:
Frontier orbital gap in eV: 9.4
SMILES: CCN(C)C(C)=O.CCC
Charge: 0
M in g mol⁻¹: 145.2

The most stable arrangement is (one), and the next structure is 0.0218 hartree less stable.

(one)
# C4H12N3

A gas-phase ion, C4H12N3 (charge +1) (the ωB97M-V functional and the def2-TZVPD basis, the Open Molecules 2025 dataset).

```
19
Properties=species:S:1:pos:R:3:mulliken_charge:R:1
N -1.78 -0.78 0.23 -0.028
N 0.54 -0.64 -0.59 -0.269
N -1.70 1.53 -0.27 -0.154
C 2.30 0.92 0.01 -1.132
C -2.25 0.44 0.21 -0.288
C 1.51 -0.30 0.45 -0.358
C -0.53 -1.48 -0.23 -0.530
H -2.16 2.42 -0.22 0.271
H 2.87 0.70 -0.89 0.335
H 2.19 -1.14 0.65 0.327
H 2.99 1.22 0.79 0.369
H 1.63 1.75 -0.21 0.266
H -0.29 -2.14 0.62 0.358
H -3.24 0.56 0.65 0.382
H -2.40 -1.46 0.67 0.275
H 0.96 -0.08 1.36 0.331
H 0.99 -0.88 -1.46 0.243
H -0.85 -2.10 -1.07 0.380
H -0.77 1.47 -0.68 0.224
```

Values from the calculation:
Spin multiplicity: 3
Frontier orbital gap (alpha / beta) in eV: 7.0 / 5.8
Charge: +1
M in g mol⁻¹: 102.2

(two)
# C4H12N3

2 unconnected molecules or ions with the total composition C4H12N3 (the ωB97M-V functional and the def2-TZVPD basis, the Open Molecules 2025 dataset).

```
19
Properties=species:S:1:pos:R:3:mulliken_charge:R:1
N -1.31 0.08 -0.72 -0.104
N -0.82 0.04 1.61 -0.047
N -2.00 1.17 -0.25 -0.617
C 1.82 0.71 0.18 -0.171
C 0.09 -1.74 -0.08 -1.371
C -0.35 -0.38 0.26 0.088
C 2.35 0.63 -1.07 -0.728
H 0.74 -1.70 -1.04 0.322
H -0.94 0.08 -1.68 0.277
H 2.12 0.86 -2.02 0.359
H -1.00 -0.77 2.19 0.344
H 2.28 0.56 1.13 0.340
H -1.66 2.03 -0.67 0.253
H 0.79 -2.21 0.60 0.421
H 3.42 0.65 -0.93 0.261
H -0.11 0.57 2.09 0.327
H -0.75 -2.45 -0.43 0.339
H -3.05 1.19 -0.48 0.254
H -1.62 0.65 1.30 0.452
```

Values from the calculation:
Spin multiplicity: 3
Frontier orbital gap (alpha / beta) in eV: 7.6 / 8.3
Charge: +1
M in g mol⁻¹: 102.2

The most stable arrangement is (one), and the next structure is 0.0809 hartree less stable.

(one)
# C2H3O2P

2 unconnected molecules or ions with the total composition C2H3O2P (the ωB97M-V functional and the def2-TZVPD basis, the Open Molecules 2025 dataset).

```
8
Properties=species:S:1:pos:R:3:mulliken_charge:R:1
P -1.03 -0.89 0.50 0.559
O -1.50 0.43 0.89 -0.567
O 1.06 0.15 0.11 -0.457
C -1.32 -2.06 -0.54 -0.275
C 1.16 1.37 -0.07 0.074
H 1.21 2.28 0.71 0.205
H 1.34 1.84 -1.07 0.231
H -0.92 -3.13 -0.54 0.230
```

Values from the calculation:
Frontier orbital gap in eV: 8.1
SMILES: C#P=O.C=O
Charge: 0
M in g mol⁻¹: 90.0

(two)
# C2H3O2P

C2H3O2P in the gas phase (the ωB97M-V functional and the def2-TZVPD basis, the Open Molecules 2025 dataset).

```
8
Properties=species:S:1:pos:R:3:mulliken_charge:R:1
P -1.80 1.27 -0.90 0.348
O -3.08 0.68 -0.44 -0.414
O -0.71 0.25 -0.18 -0.189
C 0.67 0.12 -0.15 0.062
C 1.15 -0.77 0.63 -0.757
H 1.25 0.69 -0.81 0.360
H 0.41 -1.23 1.25 0.237
H 2.11 -1.01 0.60 0.353
```

Values from the calculation:
Frontier orbital gap in eV: 9.6
SMILES: C=COP=O
Charge: 0
M in g mol⁻¹: 90.0

The most stable arrangement is (two), and the next structure is 0.1618 hartree less stable.